[1]
The following is a quantum chemistry calculation of a structure of composition C14H39FeN3O8P, from OMol25.

ΔE to the lowest compared entry with this formula, charge and spin (eV): 0.000
Gap between HOMO and LUMO (alpha / beta) (eV): 8.4725 / 8.2129
Spin multiplicity: 6

Each line ends with the Mulliken spin population.
Element x y z (Å)
Fe 0.4059 1.2494 0.4939  4.12
P 0.3912 3.2423 1.6484  -0.03
O -0.7589 2.1532 1.8593  0.19
O 0.4314 3.1560 0.0467  0.23
O 1.5864 2.1369 1.7913  0.24
O 0.3673 4.5222 2.3096  0.02
C -4.0720 2.5495 3.4796  0.00
C -4.0112 1.4535 2.4377  0.00
O -2.8047 0.7158 2.4896  0.00
H -3.7879 2.1116 4.4436  0.00
H -5.1062 2.8659 3.6275  0.00
H -3.3732 3.3485 3.2519  0.00
H -4.1073 1.9257 1.4386  0.00
H -4.8542 0.7623 2.4964  0.00
H -2.0677 1.3818 2.4647  -0.01
C 0.9976 -0.5910 3.6193  0.00
C 0.9780 -1.2256 2.2564  0.01
C 0.8885 -2.7383 2.3289  0.00
O 0.7362 -3.2653 1.0320  0.00
C 0.5028 -4.6595 1.0280  0.00
N -0.1099 -0.6383 1.4245  0.07
H 1.8722 -0.7895 4.2422  0.00
H 0.1668 -0.9603 4.2415  0.00
H 0.8891 0.4929 3.5624  0.00
H 1.9197 -1.0579 1.7150  0.01
H 0.0602 -3.0460 2.9953  0.00
H 1.7986 -3.1227 2.8174  0.00
H 1.3891 -5.2140 1.3512  0.00
H 0.2237 -4.9415 0.0143  0.00
H -0.3447 -4.9192 1.6765  0.00
H -0.9283 -0.5816 2.0420  0.00
H -0.3845 -1.3257 0.7150  -0.01
C 3.5789 2.0021 -1.2801  0.01
C 2.2782 1.4172 -1.7558  0.00
C 2.3704 0.9038 -3.1737  0.00
O 3.2335 -0.2226 -3.2203  0.00
C 3.9524 -0.3536 -4.4298  0.00
N 1.8108 0.2981 -0.8325  0.07
H 4.4170 1.3190 -1.4333  0.00
H 3.5196 2.2216 -0.2092  0.00
H 3.7652 2.9556 -1.7723  0.00
H 1.5114 2.1948 -1.7964  0.00
H 2.6496 1.7357 -3.8324  0.00
H 1.3718 0.6001 -3.5395  0.00
H 3.3132 -0.3454 -5.3143  0.00
H 4.4259 -1.3428 -4.4145  0.00
H 4.7752 0.3648 -4.4502  0.00
H 2.6852 -0.0687 -0.4595  0.01
H 1.4615 -0.4368 -1.4470  -0.01
C -3.5526 0.6139 -1.6686  0.00
C -2.2786 0.0943 -1.0144  0.00
C -1.6355 -0.8824 -1.9611  0.00
O -0.4811 -1.4222 -1.3736  0.01
C -0.0056 -2.5714 -2.0231  0.00
N -1.3348 1.2476 -0.7456  0.06
H -4.2268 -0.2409 -1.8131  0.00
H -3.3551 1.0230 -2.6599  0.00
H -4.1061 1.2858 -1.0171  0.00
H -2.5702 -0.3664 -0.0702  0.00
H -1.3929 -0.3454 -2.8950  0.00
H -2.3557 -1.6787 -2.1858  0.00
H -0.7018 -3.4123 -1.9300  0.00
H 0.9293 -2.8521 -1.5370  0.00
H 0.2026 -2.3743 -3.0817  0.00
H -1.2387 1.6645 -1.6810  0.00
H -1.9099 1.9834 -0.3229  0.00

Atomic forces in eV per Å
Fe 0.63 -0.94 0.27
P 0.88 -2.48 -1.40
O -0.74 1.01 0.65
O -0.56 0.98 -0.30
O 0.04 0.54 0.55
O 0.05 1.12 0.84
C -0.21 -0.87 0.73
C 0.12 0.28 -0.86
O -0.07 0.02 0.16
H 0.14 0.08 -0.08
H 0.12 0.48 -0.28
H -0.17 0.23 -0.02
H 0.00 -0.06 0.13
H 0.11 -0.11 0.31
H -0.07 -0.29 -0.19
C -0.43 0.29 1.08
C 0.63 -0.24 -0.78
C -0.19 -0.17 0.80
O -0.08 -0.07 -0.04
C -0.26 0.09 0.05
N -0.41 -0.94 0.72
H 0.27 -0.14 -0.49
H -0.09 0.04 -0.35
H 0.10 -0.03 -0.22
H -0.08 0.38 0.16
H -0.08 0.05 -0.35
H 0.00 0.04 -0.19
H -0.02 -0.02 -0.03
H 0.19 -0.03 -0.05
H 0.14 0.05 0.05
H 0.03 0.47 -0.24
H 0.34 0.20 -0.01
C 0.12 0.28 0.74
C -0.46 -0.31 -0.41
C -0.40 -0.31 -0.28
O -0.15 0.33 -0.17
C 0.50 -0.82 0.39
N 0.91 0.72 -1.00
H -0.04 0.01 -0.17
H -0.09 0.02 -0.05
H 0.11 -0.08 -0.13
H 0.03 0.04 0.40
H 0.48 -0.18 0.04
H 0.06 -0.06 0.15
H -0.03 0.42 -0.03
H -0.14 0.13 0.10
H -0.23 0.28 -0.39
H -0.26 -0.11 0.32
H -0.26 0.02 0.45
C -0.43 -0.96 0.08
C -0.13 1.01 0.06
C -0.13 0.00 0.14
O -0.01 0.00 0.06
C 0.45 -0.34 -0.18
N -1.74 -0.41 -1.42
H 0.05 0.11 -0.09
H -0.05 0.34 0.09
H 0.21 0.36 -0.12
H 0.37 -0.04 0.13
H 0.04 -0.23 -0.02
H 0.05 0.01 -0.10
H -0.09 0.09 -0.08
H -0.06 0.00 0.01
H -0.11 -0.04 0.00
H 0.65 -0.07 0.23
H 0.44 -0.17 0.64

=====

[2]
The following is a quantum chemistry calculation of a structure of composition C14H40N2O7SSi2, from OMol25.

Gap between HOMO and LUMO (eV): 9.1793

Each line ends with the Mulliken charge.
Element x y z (Å)
Si 0.3067 0.6740 1.3795  0.61
O 1.3802 1.6733 2.3469  -0.29
Si 1.5223 3.3079 1.7186  0.52
C 0.1056 4.4845 2.4031  -0.39
C -0.9260 4.6842 1.1030  -0.61
S -2.5043 5.6319 1.5825  -0.10
C -3.8544 4.2932 1.3940  0.27
N -4.7391 4.0028 0.1961  -0.40
N -5.5404 2.8918 0.5302  -0.01
C -5.2121 2.4484 1.9568  -0.05
O -4.1546 3.3380 2.4758  -0.23
H 0.6680 -0.7652 1.4593  -0.19
H 0.2751 1.0282 -0.0512  -0.11
H -1.0483 0.8028 1.9675  -0.17
H 2.8294 3.8904 2.0079  -0.18
H 1.3994 3.2777 0.2403  -0.12
H 0.5525 5.5210 2.7746  0.21
H -0.4906 3.9102 3.2381  0.29
H -1.1962 3.5696 0.7742  0.21
H -0.3571 5.1625 0.1956  0.39
H -5.6873 1.5401 2.5287  0.33
C 2.1122 -1.3294 -3.5261  -1.07
C 1.5178 -1.4372 -2.1371  -0.04
O 0.8477 -0.2312 -1.8012  -0.45
H 2.8160 -0.4923 -3.5795  0.27
H 2.6364 -2.2497 -3.7985  0.27
H 1.3305 -1.1359 -4.2680  0.37
H 2.3045 -1.6085 -1.3963  0.16
H 0.8032 -2.2639 -2.0791  0.20
H 0.1458 -0.0926 -2.4601  0.26
C 2.3731 8.2850 5.5333  -1.04
C 2.3266 6.7791 5.3780  -0.20
O 2.7922 6.4098 4.0884  -0.47
H 1.7571 8.7699 4.7689  0.27
H 2.0129 8.5865 6.5209  0.33
H 3.3946 8.6566 5.4019  0.32
H 1.3010 6.4143 5.4882  0.27
H 2.9504 6.2874 6.1307  0.29
H 3.7064 6.7308 4.0038  0.26
C 4.2062 -4.9129 -0.1041  -1.13
C 3.0790 -4.9541 -1.1150  0.35
O 3.3539 -4.0618 -2.1847  -0.44
H 4.3339 -3.8988 0.2886  0.29
H 4.0075 -5.5921 0.7296  0.35
H 5.1555 -5.1954 -0.5707  0.32
H 2.1365 -4.6500 -0.6501  0.32
H 2.9535 -5.9622 -1.5219  -0.28
H 4.1882 -4.3456 -2.5962  0.27
C 2.5774 -9.1727 -4.2569  -1.12
C 2.8870 -8.2924 -3.0638  -0.22
O 3.7178 -7.2116 -3.4610  -0.50
H 3.5009 -9.5632 -4.6968  0.28
H 1.9413 -10.0136 -3.9665  0.34
H 2.0693 -8.5999 -5.0395  0.35
H 3.4140 -8.8631 -2.2934  0.29
H 1.9693 -7.8876 -2.6262  0.25
H 3.2372 -6.7062 -4.1390  0.30
C -7.1506 -0.9012 -1.4579  -0.98
C -8.2864 0.0654 -1.7222  -0.22
O -8.3009 1.0802 -0.7292  -0.52
H -7.2569 -1.3585 -0.4687  0.25
H -7.1284 -1.6926 -2.2123  0.32
H -6.1881 -0.3793 -1.4656  0.32
H -9.2478 -0.4560 -1.6918  0.29
H -8.1803 0.5364 -2.7042  0.24
H -7.4463 1.5427 -0.7701  0.30

Atomic forces in eV per Å
Si 0.80 0.41 1.19
O -1.17 1.09 -2.48
Si -0.82 -0.77 1.22
C -0.84 0.32 -0.59
C 1.25 -1.88 0.34
S -1.10 -2.70 -0.67
C -2.89 -2.39 -2.16
N 2.33 -1.16 6.13
N 2.82 0.06 5.70
C 1.06 3.66 -4.70
O -2.19 -0.33 -3.86
H 0.20 0.26 0.17
H 0.06 0.36 0.38
H -0.01 0.09 -0.01
H 0.28 -0.14 0.29
H -0.09 -0.10 0.07
H -1.06 -2.28 -0.66
H 1.18 1.37 -1.46
H 0.19 2.58 0.55
H -1.41 -0.61 1.81
H 1.33 2.28 -1.07
C 0.25 -0.10 -0.19
C 0.02 -0.06 -0.36
O -0.39 0.18 -0.17
H -0.06 -0.12 0.09
H -0.10 0.12 0.03
H 0.00 -0.09 0.04
H -0.21 0.12 -0.05
H 0.16 -0.17 0.00
H 0.38 -0.04 0.34
C -0.14 0.20 0.08
C 0.25 0.25 0.01
O 0.27 -0.12 -0.30
H 0.01 -0.12 0.13
H 0.07 0.05 -0.08
H -0.05 -0.05 0.13
H 0.17 -0.06 -0.17
H -0.14 0.02 0.16
H -0.51 -0.20 0.01
C 0.05 0.03 0.22
C 0.27 -0.20 0.06
O 0.14 0.10 -0.42
H -0.10 -0.13 -0.01
H 0.09 0.04 -0.04
H -0.11 -0.11 0.04
H 0.09 0.13 -0.20
H -0.02 0.02 0.19
H -0.43 0.07 0.22
C -0.02 -0.24 -0.08
C -0.14 0.00 -0.32
O 0.13 0.40 -0.17
H -0.11 0.02 0.15
H 0.02 0.06 -0.10
H -0.07 -0.06 0.11
H 0.05 0.23 -0.09
H -0.09 -0.18 0.10
H 0.26 -0.24 0.36
C 0.10 -0.25 -0.02
C 0.31 0.16 0.16
O 0.08 0.20 0.06
H -0.08 0.03 -0.15
H 0.08 0.02 0.06
H -0.07 -0.03 -0.11
H 0.07 0.20 0.09
H -0.05 -0.18 -0.14
H -0.35 -0.07 0.14

=====

[3]
The following is a quantum chemistry calculation of a cluster of 3 separate species, C14H41NO8P3 in total, from OMol25.

Net charge: -1
ΔE to the lowest compared entry with this formula, charge and spin (eV): 0.000
Gap between HOMO and LUMO (eV): 5.2438

Each line ends with the Mulliken charge.
Element x y z (Å)
N 4.2667 -0.5842 4.1670  -0.58
C 4.2007 0.8345 3.8036  -0.55
C 2.9783 1.5794 4.3600  -1.06
P 1.2874 0.8605 3.8342  0.07
H 4.1439 -0.6290 5.1710  0.26
H 3.5076 -1.0939 3.7337  0.27
H 4.3175 0.9963 2.7282  0.24
H 5.0858 1.2970 4.2649  0.32
H 3.0553 2.6493 4.1231  0.36
H 3.0470 1.5023 5.4555  0.40
H 1.3368 -0.0475 5.0143  0.02
H 0.5885 1.9112 4.6283  0.05
H 1.2107 1.7500 2.6392  -0.25
H 1.8925 -0.1752 2.9501  -0.49
H -0.0533 0.2963 3.5341  0.01
O 2.9568 -4.4053 -0.6360  -0.79
P 2.7838 -3.2770 -1.5702  1.06
O 3.7873 -3.5551 -2.8212  -0.32
C 3.4862 -4.6174 -3.7224  -0.35
C 2.2531 -4.3493 -4.5696  -0.92
O 3.5648 -2.0614 -0.8339  -0.38
C 4.0270 -2.1811 0.5189  -0.06
C 5.4352 -2.7369 0.5877  -1.20
O 1.8179 -2.2413 -2.3550  -0.32
C 0.4926 -2.0173 -1.8006  -0.20
C 0.5454 -1.4436 -0.4019  -1.11
H 3.3698 -5.5496 -3.1600  0.28
H 4.3568 -4.7295 -4.3687  0.32
H 1.3514 -4.3112 -3.9554  0.22
H 2.1213 -5.1388 -5.3116  0.40
H 2.3390 -3.3910 -5.0808  0.24
H 3.3372 -2.7819 1.1091  0.32
H 4.0059 -1.1793 0.9482  0.19
H 5.5753 -3.5816 -0.0878  0.33
H 5.6748 -3.0568 1.6021  0.34
H 6.1620 -1.9782 0.2904  0.31
H -0.0622 -2.9603 -1.8075  0.29
H -0.0145 -1.3320 -2.4779  0.25
H 0.9788 -2.1582 0.3026  0.31
H -0.4561 -1.1928 -0.0516  0.49
H 1.1620 -0.5470 -0.3740  0.27
O -3.8412 1.0475 -0.0102  -0.78
P -4.2283 2.2012 -0.8404  1.11
O -3.4013 2.0807 -2.2307  -0.34
C -3.7422 1.0455 -3.1517  -0.32
C -5.1020 1.2470 -3.7991  -0.96
O -3.4491 3.4393 -0.1436  -0.36
C -2.7841 3.2846 1.1229  -0.46
C -1.3437 2.8509 0.9682  -0.80
O -5.3806 3.1987 -1.4167  -0.33
C -6.6222 3.2837 -0.6821  -0.29
C -6.4361 3.7970 0.7334  -1.07
H -3.6995 0.0775 -2.6422  0.27
H -2.9676 1.0482 -3.9180  0.33
H -5.9060 1.1693 -3.0641  0.22
H -5.2744 0.4909 -4.5666  0.40
H -5.1694 2.2357 -4.2521  0.25
H -3.3336 2.5934 1.7615  0.35
H -2.8225 4.2582 1.6151  0.41
H -1.2193 2.0608 0.2282  0.20
H -0.9347 2.4997 1.9166  0.23
H -0.7266 3.6834 0.6242  0.29
H -7.0981 2.2989 -0.6703  0.30
H -7.2679 3.9555 -1.2454  0.35
H -5.8620 3.0945 1.3418  0.30
H -7.4065 3.9410 1.2104  0.43
H -5.8985 4.7439 0.7307  0.25

Atomic forces in eV per Å
N 0.51 -0.01 -0.29
C 0.07 0.63 0.63
C 0.40 -0.23 -0.15
P -0.66 0.22 0.13
H -0.17 -0.21 -0.02
H -0.24 0.15 0.16
H -0.18 -0.35 -0.07
H 0.12 -0.02 -0.25
H -0.16 -0.05 -0.19
H -0.26 -0.03 0.00
H 0.04 -0.08 0.00
H 0.18 0.03 0.22
H 0.07 0.06 -0.04
H 0.19 -0.15 0.03
H 0.06 0.03 -0.31
O -2.85 -0.87 -0.51
P 5.45 3.18 0.07
O -0.73 0.01 -0.03
C -0.07 -0.22 -0.08
C -0.07 0.05 0.08
O -0.36 -0.12 -0.05
C 0.24 -0.03 0.26
C 0.27 0.04 -0.18
O -1.69 -2.15 0.52
C -0.25 0.16 0.22
C 0.17 -0.01 0.08
H 0.01 0.02 0.01
H 0.07 0.08 0.08
H 0.00 -0.04 -0.03
H 0.05 -0.02 0.01
H 0.03 0.00 -0.02
H -0.02 -0.12 -0.12
H -0.09 0.05 -0.14
H -0.21 -0.11 0.07
H -0.04 0.07 0.02
H -0.02 0.03 0.04
H 0.02 0.01 -0.08
H 0.18 0.00 -0.12
H -0.06 0.03 0.03
H -0.01 -0.01 -0.03
H -0.04 0.04 0.02
O -2.91 -1.08 -0.12
P 5.26 3.53 -0.58
O -0.79 -0.03 0.06
C -0.04 -0.25 -0.10
C -0.07 0.07 0.11
O -0.50 -0.04 0.07
C 0.33 -0.16 0.16
C 0.27 0.17 -0.13
O -1.37 -2.21 0.69
C -0.15 0.06 0.19
C 0.16 0.00 0.03
H 0.02 0.03 0.02
H 0.07 0.09 0.08
H 0.00 -0.05 -0.04
H 0.06 -0.02 0.01
H 0.03 0.00 -0.03
H -0.03 -0.14 -0.16
H -0.09 0.08 -0.17
H -0.23 -0.16 0.12
H 0.03 -0.02 0.00
H -0.02 0.04 0.05
H -0.03 0.03 -0.03
H 0.13 0.01 -0.13
H -0.03 -0.01 -0.01
H -0.02 -0.03 -0.04
H -0.01 0.02 -0.02

=====

[4]
The following is a quantum chemistry calculation of a structure of composition C14H42AlB2F8O7S7, from OMol25.

Net charge: +1
ΔE to the lowest compared entry with this formula, charge and spin (eV): 8.079
Gap between HOMO and LUMO (eV): 1.7981

Each line ends with the Mulliken charge.
Element x y z (Å)
Al 2.1756 -2.6639 0.4898  0.82
B 6.7851 1.9579 1.4892  0.49
F 7.5275 2.7087 0.7359  -0.20
F 7.4282 1.0099 2.1212  -0.23
F 5.5207 2.0029 1.4647  -0.07
F 4.0220 -3.0357 0.4382  -0.50
B -2.6954 -1.6685 1.0651  0.66
F -2.7819 -0.1497 0.9680  -0.39
F -2.4776 -2.4324 2.0614  -0.12
F -2.1308 -2.2290 -0.1020  -0.34
F 0.9195 -3.0242 1.7013  -0.40
C -4.5179 -4.6745 -1.6953  -0.73
S -3.8636 -4.7878 -3.3390  0.45
O -2.4314 -4.9770 -3.1161  -0.57
C -4.4383 -6.4338 -3.7011  -0.97
H -3.7721 -4.0945 -1.1116  0.07
H -4.6453 -5.6728 -1.3008  0.36
H -5.4671 -4.2280 -1.8920  0.37
H -4.0113 -6.9364 -4.5855  0.33
H -5.5394 -6.3721 -3.7247  0.37
H -4.1706 -7.0173 -2.8058  0.29
C 4.6561 1.2308 -4.3972  -0.76
S 3.5319 2.6510 -3.9767  0.07
O 2.2066 -1.1638 -0.4221  -0.12
C 3.9049 2.5754 -2.1305  -0.75
H 4.3431 0.9906 -5.4515  0.30
H 4.4825 0.4241 -3.7037  0.22
H 5.5842 1.7593 -4.4066  0.34
H 3.1300 3.2355 -1.7060  0.24
H 4.8269 3.0715 -2.2369  0.39
H 4.0266 1.6580 -1.5691  0.26
C -5.7555 0.9020 1.7784  -0.92
S -5.7120 -0.9245 1.6701  0.42
O -4.5416 -1.6151 1.0629  -0.42
C -5.7894 -1.3498 3.4898  -0.98
H -6.7436 1.1392 2.2298  0.39
H -5.7367 1.3190 0.7723  0.35
H -4.9001 1.2606 2.3102  0.29
H -4.9037 -1.1528 4.0585  0.32
H -6.1858 -2.3472 3.4992  0.35
H -6.5837 -0.6920 3.8091  0.41
C 3.6043 -0.5498 2.8897  -1.01
S 2.5562 -2.0261 3.4405  0.60
O 3.1997 -1.9099 4.7445  -0.51
C 0.6404 -1.2649 3.5571  -0.77
H 4.1615 -0.9679 2.0776  0.33
H 4.1417 -0.2237 3.7780  0.40
H 3.1122 0.3030 2.3955  0.40
H 0.0357 -1.8841 4.2424  0.40
H 0.0728 -1.4513 2.6434  0.15
H 0.7380 -0.2113 3.7375  0.40
C 2.5559 -5.6224 -1.8341  -0.87
S 1.3145 -4.3807 -2.4231  0.60
O 1.7105 -3.4059 -1.4364  -0.32
C 2.2737 -3.7023 -3.9211  -0.89
H 3.4166 -4.9200 -1.8210  0.32
H 2.8152 -6.5255 -2.4367  0.33
H 2.2441 -5.7833 -0.8049  0.25
H 1.8888 -2.6831 -4.1438  0.32
H 2.2350 -4.4370 -4.7434  0.36
H 3.2627 -3.5830 -3.4629  0.33
C 0.0677 4.2130 2.3072  -0.57
S -0.3503 5.2321 3.7761  0.47
O 0.4070 4.7048 4.9613  -0.61
C 0.3156 6.8755 3.2722  -0.83
H -0.2687 3.2318 2.6842  0.25
H 1.1009 4.2434 1.9424  0.30
H -0.6412 4.5855 1.5258  0.11
H -0.1100 7.5499 4.0177  0.33
H -0.1665 7.0249 2.3329  0.27
H 1.4221 6.7960 3.2618  0.30
C -1.6506 3.7118 -1.6313  -0.84
S -0.5773 4.8660 -2.1196  0.42
O 0.5135 4.7616 -1.1080  -0.58
C -1.3340 6.4757 -1.7225  -0.96
H -2.2363 4.0622 -0.7674  0.27
H -1.1527 2.7644 -1.5411  0.31
H -2.3569 3.7199 -2.4716  0.42
H -1.8544 6.3201 -0.7617  0.26
H -1.9595 6.7976 -2.5226  0.41
H -0.4242 7.0395 -1.7557  0.32

Atomic forces in eV per Å
Al 1.37 -1.65 -1.55
B 2.60 -1.02 -0.39
F 0.29 1.27 -0.69
F -0.05 -0.59 0.89
F -2.87 0.33 0.19
F -3.42 0.28 0.75
B -1.19 3.69 -4.48
F 1.53 -3.06 0.86
F 0.59 -0.59 2.89
F -1.30 1.23 1.30
F 1.92 -0.33 -2.59
C 0.32 -0.12 -0.10
S 0.07 -0.13 -0.64
O 2.21 0.12 -0.15
C -1.00 -0.78 0.68
H -0.81 -0.10 -0.41
H 0.05 -0.14 0.33
H -0.82 0.67 0.79
H -0.21 0.79 0.24
H 0.30 -0.29 -0.32
H 0.03 0.01 -0.40
C -2.08 1.49 -1.84
S 0.00 -1.96 1.61
O -0.21 0.58 0.54
C -1.63 1.36 -1.42
H 0.63 -0.14 1.08
H 0.33 -0.14 0.09
H 1.09 -0.58 0.15
H 0.55 -0.27 0.16
H 1.35 0.78 0.89
H -0.37 -0.56 -0.57
C 0.14 -0.53 -0.36
S -1.97 -0.44 1.24
O 1.11 -0.78 -0.72
C -0.60 1.05 -1.78
H 0.78 -0.27 -0.09
H 0.00 -0.24 -0.07
H 0.31 0.45 0.57
H 0.61 -0.15 0.07
H 0.30 -0.57 0.21
H -0.27 0.21 0.36
C -1.19 0.29 -1.91
S -1.39 3.92 0.01
O -0.23 -1.89 2.17
C 0.43 -1.49 -0.42
H 1.16 -0.33 -0.12
H -0.01 -0.35 -0.16
H -0.67 -0.27 0.39
H 0.95 0.50 0.49
H 0.83 0.29 -0.25
H 0.23 0.30 0.63
C 0.73 0.66 -1.19
S 0.10 -3.15 -3.91
O 0.80 4.32 5.27
C -0.50 -0.41 1.30
H -0.18 -0.79 0.21
H -0.69 0.68 0.54
H -0.04 -0.49 -0.12
H -0.11 -0.96 0.00
H 0.03 0.58 0.30
H -0.03 -0.13 -0.47
C -1.04 0.61 0.23
S 0.40 -0.15 0.32
O -0.17 0.41 -0.83
C 0.24 -1.57 1.12
H 0.39 0.21 -0.54
H -0.25 0.00 0.31
H 0.70 -0.49 0.42
H 0.46 0.10 -0.10
H 0.05 0.44 -0.90
H -0.75 0.40 -0.11
C -3.94 -0.62 0.19
S 3.33 2.30 -1.01
O 0.74 0.16 0.29
C -0.21 -1.93 0.19
H 0.43 -0.62 0.16
H 0.07 -0.33 0.19
H -0.28 -0.68 0.13
H 0.42 0.70 -0.31
H -0.76 0.23 -0.44
H 0.26 0.72 0.64

=====

Table of E_tot (eV), in record order: -79679.249, -59064.280, -60919.716, -135060.150